The following is a DFT calculation (the ωB97M-V functional and the def2-TZVPD basis) of a molecular structure, C43H53BBrCdN8O2S3.

Properties
Energy above the lowest of the compared OMol25 structures with the same formula, charge and spin in kcal per mole: 23.95
E_tot in eV: -169252.0512
Frontier orbital gap in eV: 5.9476
M in g/mol: 1013.3
Net charge: +1

Cartesian coordinates (Å):
Cd  -1.2799  0.3467  -2.0402
Br  -1.8374  3.3998  -1.9298
S  1.2639  1.0941  -2.2954
S  -1.1131  -2.3101  -1.2420
S  -2.0753  1.1702  0.6255
O  -1.6108  0.3000  -4.0774
O  -4.7736  -1.5735  -5.9743
N  -3.7560  -0.4212  -3.3437
N  -3.6722  0.6630  -2.4787
N  1.2997  1.4243  1.6245
N  2.5278  -1.3691  -0.1795
N  -0.4262  -0.7167  1.3974
N  1.2043  -1.4214  -0.3672
N  1.1281  0.9996  0.3571
N  -0.0040  -1.7935  2.0789
C  5.2580  -0.9979  -0.9383
C  2.1020  2.4115  1.8567
C  3.2526  -2.4013  -0.4889
C  -2.5986  -1.6988  -5.0608
C  3.2569  3.3200  -1.6659
C  4.7436  -2.2498  -0.2120
C  -2.7778  -0.3078  -4.4800
C  -0.6126  -2.1283  3.1730
C  2.7942  3.0554  0.7878
C  1.6685  1.5987  -0.7391
C  -3.8131  5.3715  -0.0803
C  2.0177  4.3232  3.4521
C  3.7781  2.5438  3.6634
C  -1.2253  -3.6464  -5.4628
C  -3.6393  6.6121  0.5123
C  -3.7068  3.0527  -2.2575
C  -4.4323  5.2689  -1.3238
C  -2.1598  -0.2804  2.9609
C  -1.6961  -1.3462  3.6679
C  -0.8044  -3.6638  5.1698
C  1.3960  2.0297  4.2389
C  -2.2460  -4.2141  -6.2090
C  -3.3084  0.5617  3.4018
C  4.9242  -2.0776  1.3066
C  -4.0740  7.7609  -0.1323
C  1.2988  -3.6308  -1.2206
C  2.6437  -3.5791  -1.0052
C  5.5305  -3.4725  -0.6793
C  -3.4355  -3.5289  -6.3938
C  -4.6294  3.9672  -1.9856
C  2.3102  2.8244  3.3036
C  -4.8925  6.4249  -1.9528
C  -1.4072  -2.3886  -4.9051
C  2.5899  2.6726  -0.4993
C  1.4184  -3.2098  4.1232
C  0.5370  -2.4597  -0.9267
C  -4.6996  7.6651  -1.3667
C  -3.6200  -2.2769  -5.8182
C  -0.0837  -3.3866  3.8517
C  -0.3023  -4.5642  2.8870
C  0.5954  -4.8303  -1.7596
C  -3.9490  1.7957  -2.9810
C  -1.5279  0.0129  1.7103
B  0.4717  -0.3191  0.2986
H  -0.2840  -4.1677  -5.3402
H  -5.0433  8.5573  -1.8735
H  -3.2677  0.2998  -5.2531
H  -3.9354  8.7288  0.3314
H  5.2107  -4.3768  -0.1576
H  2.5043  3.7598  -2.3232
H  2.1503  4.6173  4.4934
H  -3.5748  -1.2629  -2.8116
H  -0.3798  -4.5568  5.6275
H  -5.3908  -2.0799  -6.5099
H  1.8236  -4.1166  4.5742
H  -5.3875  6.3483  -2.9135
H  1.5945  0.9603  4.1649
H  -0.1482  -5.1825  -1.0414
H  -1.3672  -4.7154  2.6982
H  0.3469  2.1970  3.9899
H  4.3708  -1.2073  1.6594
H  1.2956  -5.6340  -1.9762
H  -4.2245  -3.9586  -7.0024
H  6.3120  -0.8420  -0.7045
H  0.0479  -4.5653  -2.6667
H  1.9540  -3.0046  3.1968
H  -5.6422  3.7298  -2.3027
H  -4.1070  0.5128  2.6592
H  4.4593  3.1390  3.0524
H  2.6943  4.9270  2.8452
H  5.4296  -3.6243  -1.7559
H  6.5874  -3.3229  -0.4605
H  3.7892  2.5720  -2.2559
H  4.6948  -0.1174  -0.6294
H  3.9513  4.0934  -1.3455
H  -2.1160  -5.1875  -6.6641
H  -0.6043  -1.9004  -4.3702
H  -3.1662  6.6811  1.4834
H  0.1060  -5.4806  3.3157
H  -0.6789  -2.8384  5.8735
H  3.4749  3.8696  1.0000
H  -2.1649  -1.6040  4.6077
H  -3.4860  4.4746  0.4310
H  5.9812  -1.9451  1.5419
H  1.5887  -2.3801  4.8131
H  -3.0047  1.6082  3.4674
H  4.5634  -2.9597  1.8409
H  3.2505  -4.4418  -1.2445
H  4.0180  1.4880  3.5230
H  5.1587  -1.1098  -2.0200
H  -1.8700  -3.8437  5.0150
H  1.5666  2.3476  5.2680
H  0.9920  4.5508  3.1567
H  -3.6915  0.2336  4.3654
H  3.9535  2.7995  4.7088
H  0.1906  -4.3677  1.9344
H  -4.3468  1.8917  -3.9924